1.
The following is a DFT calculation (ωB97M-V with the def2-TZVPD basis set) of C40H37Cl2F3N2O4S4SbSe2Ta as an isolated structure at a distorted geometry.

Gap between HOMO and LUMO   7.139 eV
ΔE to the lowest compared entry with this formula, charge and spin   40.9 kcal/mol
HOMO   -8.0 eV

Each line ends with the Löwdin charge.
CARTESIAN COORDINATES (ANGSTROEM)
Ta1 -1.765 -0.290 0.785  0.7880
O1 -2.595 -3.388 4.034  0.0970
C1 -3.480 -2.699 4.730  -0.2859
C2 -3.803 -3.171 6.010  0.0062
C3 -4.837 -2.581 6.760  -0.0819
C4 -5.546 -1.506 6.292  -0.0733
C5 -5.025 -0.900 5.142  -0.0043
C6 -3.996 -1.455 4.371  -0.0812
C7 -3.497 -0.733 3.223  -0.4265
O2 -2.394 -1.188 2.616  -0.3073
N1 -3.899 0.449 2.934  -0.0034
N2 -3.093 1.037 2.010  -0.2698
C8 -3.378 2.321 1.992  -0.9585
S1 -2.448 3.341 0.964  0.8114
C9 -3.046 4.978 1.696  -0.4193
C10 -4.494 4.785 2.264  -0.4115
S2 -4.594 3.014 2.951  0.9804
H1 -2.234 -2.804 3.360  0.0732
H2 -3.240 -4.075 6.351  0.1319
H3 -5.108 -3.062 7.651  0.0860
H4 -6.424 -1.112 6.734  0.0918
H5 -5.382 0.024 4.844  0.0837
H6 -3.180 5.586 0.837  0.0451
H7 -2.335 5.397 2.438  0.0945
H8 -5.326 4.940 1.561  0.0821
H9 -4.557 5.438 3.116  0.0588
O3 -3.829 -3.032 -2.841  -0.0785
C11 -4.530 -1.967 -3.368  -0.2801
C12 -4.066 -0.567 -2.945  -0.5441
C13 -4.646 0.559 -3.841  -0.1846
O4 -6.079 0.417 -4.112  -0.0763
C14 -2.515 -0.446 -2.968  -0.3646
Se1 -1.589 0.659 -1.469  0.4807
C15 -4.658 -0.304 -1.548  -0.5361
Se2 -4.008 -1.328 -0.011  0.7030
H10 -4.019 -3.027 -1.849  0.0467
H11 -5.653 -2.059 -3.168  0.1454
H12 -4.485 -2.011 -4.453  0.1254
H13 -4.041 0.670 -4.774  0.1288
H14 -4.536 1.507 -3.311  0.1243
H15 -6.253 -0.329 -4.732  0.0974
H16 -2.223 0.107 -3.878  0.0575
H17 -2.017 -1.400 -2.857  0.0527
H18 -5.748 -0.453 -1.598  0.0763
H19 -4.568 0.719 -1.230  0.0341
S3 -0.143 -1.991 0.644  0.5548
C16 0.775 -1.237 1.935  -0.6832
C17 1.541 -2.051 2.757  -0.1222
C18 2.106 -1.592 3.921  -0.0783
C19 1.836 -0.296 4.287  -0.0661
C20 1.152 0.590 3.407  -0.1239
C21 0.624 0.160 2.221  -0.6884
S4 -0.117 1.370 1.139  0.5145
H20 1.495 -3.084 2.511  0.0943
H21 2.618 -2.293 4.622  0.1274
H22 2.020 0.075 5.299  0.1105
H23 0.861 1.504 3.814  0.0863
F1 7.129 0.292 2.868  0.0627
C22 6.224 0.121 1.891  -0.3014
C23 5.003 0.689 2.109  0.0080
C24 3.981 0.349 1.193  -0.1219
C25 4.191 -0.349 0.039  -0.4136
C26 5.498 -0.864 -0.132  -0.1188
C27 6.519 -0.595 0.756  -0.0082
Sb1 2.695 -0.675 -1.409  1.5111
C28 3.785 -2.200 -2.482  -0.3886
C29 3.751 -3.532 -1.929  -0.1320
C30 4.623 -4.503 -2.347  -0.0040
C31 5.477 -4.117 -3.452  -0.2190
F2 6.318 -5.082 -3.946  0.0223
C32 5.562 -2.839 -4.029  0.0014
C33 4.728 -1.870 -3.456  -0.1308
C34 3.449 0.810 -2.810  -0.3910
C35 4.736 1.337 -2.642  -0.1365
C36 5.250 2.279 -3.479  -0.0062
C37 4.485 2.602 -4.612  -0.2615
F3 5.113 3.488 -5.470  0.0208
C38 3.253 2.103 -4.846  -0.0767
C39 2.747 1.199 -3.938  -0.1497
H24 4.907 1.333 2.950  0.1126
H25 2.981 0.784 1.400  0.0861
H26 5.644 -1.471 -1.011  0.0836
H27 7.512 -1.028 0.464  0.1385
H28 3.133 -3.655 -1.013  0.1015
H29 4.756 -5.473 -1.932  0.1035
H30 6.239 -2.620 -4.798  0.0989
H31 4.745 -0.882 -3.975  0.1058
H32 5.287 1.135 -1.743  0.0867
H33 6.281 2.637 -3.430  0.1258
H34 2.749 2.502 -5.752  0.1300
H35 1.692 0.832 -4.134  0.1231
Cl1 0.809 4.401 -4.000  0.5183
C40 0.887 5.275 -2.415  -0.9942
Cl2 -0.476 4.980 -1.361  0.5210
H36 0.959 6.354 -2.572  0.0296
H37 1.752 5.036 -1.821  0.0224

Forces on atoms 1 to 6 (eV/Å):
Ta -1.2 -0.8 1.6
O 0.6 -0.8 -0.2
C -0.1 0.4 1.9
C -0.3 -0.6 0.2
C 1.0 -1.2 -1.1
C 1.3 0.6 -1.8

---

2.
The following is a DFT calculation (ωB97M-V with the def2-TZVPD basis set) of an isolated ion of composition C3H8N2O and charge +1 at a distorted geometry.

Multiplicity   2
Gap between HOMO and LUMO (alpha / beta)   12.395 / 6.695 eV
Charge   +1
ΔE to the lowest compared entry with this formula, charge and spin   6.4 kcal/mol
HOMO (alpha / beta)   -16.2 / -15.9 eV

Each line ends with the Mulliken spin population.
CARTESIAN COORDINATES (ANGSTROEM)
C1 0.627 0.135 0.905  0.0000
N1 -0.785 0.421 0.665  0.0344
C2 -1.434 -0.189 -0.335  -0.0615
N2 -0.932 -1.365 -0.930  0.2458
O1 -2.468 0.238 -0.858  0.7840
C3 1.580 0.733 -0.137  0.0053
H1 0.737 -0.921 1.128  -0.0014
H2 0.832 0.595 1.883  0.0074
H3 -1.087 1.364 0.862  0.0022
H4 -0.943 -2.082 -0.204  -0.0029
H5 -1.487 -1.639 -1.741  -0.0125
H6 1.312 1.775 -0.335  -0.0006
H7 1.440 0.242 -1.102  -0.0006
H8 2.607 0.695 0.199  0.0002

Forces on atoms 1 to 6 (eV/Å):
C 0.9 0.5 1.3
N -0.6 -0.6 -1.6
C 2.3 0.0 0.6
N -1.1 0.7 1.2
O -1.3 0.4 -0.6
C -1.1 0.0 -0.4

---

3.
The following is a DFT calculation (ωB97M-V with the def2-TZVPD basis set) of C4H11NOS2 as an isolated structure at a distorted geometry.

Gap between HOMO and LUMO   4.245 eV
ΔE to the lowest compared entry with this formula, charge and spin   240.4 kcal/mol
HOMO   -8.2 eV

Each line ends with the natural charge from an NBO analysis.
CARTESIAN COORDINATES (ANGSTROEM)
S1 -2.376 -1.637 1.652  -0.5828
S2 -0.106 1.187 -2.011  0.0826
C1 -0.366 1.335 -0.382  -0.3890
C2 0.169 0.160 0.454  -0.0283
C3 1.810 0.577 0.869  0.0450
O1 1.832 1.492 1.717  -0.4467
N1 0.152 -1.160 0.059  -0.4503
C4 -0.302 -1.633 -1.233  -0.4621
H1 -2.567 -0.949 0.520  0.0775
H2 -1.372 1.570 -0.032  0.2609
H3 0.390 2.411 0.126  -0.0262
H4 -0.465 0.094 1.344  0.2809
H5 2.240 -0.400 1.140  0.1613
H6 2.175 0.765 -0.174  0.1800
H7 0.734 3.124 0.114  0.1900
H8 -0.544 -1.573 0.750  0.4123
H9 -0.399 -2.715 -1.341  0.2373
H10 0.301 -1.390 -2.104  0.2290
H11 -1.304 -1.258 -1.468  0.2287

Forces on atoms 1 to 6 (eV/Å):
S 0.7 0.1 -0.3
S -0.3 0.9 0.6
C -0.7 -3.9 -3.1
C -2.8 -0.8 -0.3
C 3.7 -0.1 0.5
O -0.4 -0.1 -0.1

---

4.
The following is a DFT calculation (ωB97M-V with the def2-TZVPD basis set) of a single C8H13N molecule at a distorted geometry.

Gap between HOMO and LUMO   9.424 eV
ΔE to the lowest compared entry with this formula, charge and spin   134.8 kcal/mol
HOMO   -8.4 eV
Structure (SMILES)   N[C@]12CC=C[C@@H]1CCC2

Each line ends with the natural charge from an NBO analysis.
CARTESIAN COORDINATES (ANGSTROEM)
N1 0.067 1.374 -0.626  -0.8677
C1 -0.596 0.326 -0.186  0.0893
C2 -1.287 0.577 1.136  -0.4381
C3 -0.241 0.757 2.297  -0.1948
C4 0.772 0.072 1.613  -0.1273
C5 0.362 -0.639 0.469  -0.3171
C6 1.302 -0.904 -0.711  -0.4254
C7 0.571 -0.931 -1.980  -0.3869
C8 -0.928 -0.628 -1.330  -0.4191
H1 -0.604 2.151 -0.388  0.3888
H2 0.588 1.396 -1.485  0.3877
H3 -2.038 1.399 1.402  0.2007
H4 -1.941 -0.226 1.187  0.2156
H5 -0.272 1.304 3.175  0.2198
H6 1.816 -0.323 1.953  0.1986
H7 -0.118 -1.619 0.559  0.2168
H8 2.043 -1.861 -0.805  0.2169
H9 1.776 0.028 -0.928  0.2170
H10 0.965 -0.147 -2.726  0.1851
H11 0.325 -1.823 -2.474  0.2057
H12 -1.606 0.078 -1.811  0.2182
H13 -1.127 -1.752 -1.123  0.2162

Forces on atoms 1 to 6 (eV/Å):
N 0.0 7.1 -0.3
C -0.4 -6.2 2.4
C -3.1 3.8 2.0
C 2.7 -4.2 -6.6
C 2.7 -0.5 6.3
C 1.3 -2.0 -2.7

---

Among the records above, which one has the lowest ΔE to the lowest compared entry with this formula, charge and spin? C3H8N2O